Entry from the OMol25 dataset: a molecular structure, C32H28ClMgN5O5S (ωB97M-V/def2-TZVPD).

Element x y z (Å)
Mg 0.2239 -0.3388 -0.6500
C 4.6442 4.7369 1.3892
C 4.0765 3.4762 0.7956
C 4.6593 2.2322 1.0131
C 4.1019 1.0680 0.5223
C 2.9110 1.0487 -0.2424
N 2.3256 -0.0988 -0.7151
C 2.9084 -1.2651 -0.1928
C 3.7356 -2.0880 -0.9513
C 4.3212 -3.2270 -0.4152
C 4.0979 -3.6023 0.9041
C 4.7137 -4.8465 1.4858
C 3.2491 -2.8086 1.6690
C 2.6715 -1.6691 1.1330
N 1.8182 -0.8822 1.9632
C 1.9972 -0.5614 3.2604
C 0.8962 0.1546 3.6658
C 0.0810 0.2207 2.5263
N 0.6437 -0.4057 1.5056
C 2.3693 2.3273 -0.4941
C 2.9219 3.4879 0.0310
N 1.2315 2.4892 -1.3392
C 1.0383 3.4987 -2.2068
C -0.2567 3.4200 -2.6640
C -0.7887 2.3043 -2.0144
N 0.1138 1.7415 -1.2140
H 5.7334 4.6965 1.4292
H 4.2852 4.8970 2.4089
H 4.3641 5.6124 0.8025
H 5.5779 2.1677 1.5869
H 4.6124 0.1335 0.7133
H 3.9298 -1.7941 -1.9750
H 4.9717 -3.8326 -1.0362
H 5.4930 -5.2385 0.8333
H 3.9685 -5.6346 1.6217
H 5.1582 -4.6507 2.4624
H 3.0117 -3.0917 2.6890
H 2.8950 -0.8487 3.7801
H 0.7153 0.5803 4.6363
H -0.8808 0.6893 2.3929
H 2.4160 4.4279 -0.1592
H 1.8358 4.1846 -2.4326
H -0.7414 4.0609 -3.3782
H -1.7729 1.8787 -2.1071
O -3.4748 0.3093 -1.5813
Cl -2.5005 -0.6797 -1.2685
O -3.0829 -1.9793 -1.1966
O -1.4059 -0.6488 -2.2373
O -1.8496 -0.3580 0.0174
O 0.1668 -2.3825 -0.8317
S 0.7859 -3.6824 -0.3935
C 0.0313 -4.0509 1.1861
C -1.0568 -3.3139 1.6189
C -1.5942 -3.5982 2.8676
C -1.0486 -4.6019 3.6546
C 0.0450 -5.3319 3.2034
C 0.5966 -5.0511 1.9641
C -0.0238 -4.9299 -1.3752
C 0.6759 -6.1011 -1.6197
C 0.0686 -7.1033 -2.3634
C -1.2106 -6.9096 -2.8640
C -1.8881 -5.7190 -2.6272
C -1.2985 -4.7151 -1.8758
H -1.4665 -2.5282 0.9981
H -2.4436 -3.0295 3.2225
H -1.4734 -4.8161 4.6267
H 0.4717 -6.1118 3.8205
H 1.4600 -5.6002 1.6057
H 1.6850 -6.2229 -1.2427
H 0.5989 -8.0248 -2.5635
H -1.6802 -7.6875 -3.4519
H -2.8811 -5.5694 -3.0301
H -1.8068 -3.7778 -1.6885

Cartesian forces (eV/Å) of the 2 atoms listed first:
0.126 -0.035 0.073
0.000 -0.001 -0.002

Summary:
charge: 0
HOMO level: -6.9 eV
orbital gap: 7.308 eV
lowest unoccupied orbital energy: 0.4 eV
ΔE to the lowest compared entry with this formula, charge and spin: 0.0 kJ/mol

Results of the Löwdin charge analysis, in e, for atoms 1 through 6: atom 1 (Mg): 0.631, atom 2 (C): -0.062, atom 3 (C): -0.293, atom 4 (C): -0.052, atom 5 (C): -0.014, atom 6 (C): -0.232